Record 1
DFT (ωB97M-V with the def2-TZVPD basis set) results for a cluster of 2 separate species, C6H9F3INO in total at a distorted geometry.

Geometry as XYZ:
```
21
Properties=species:S:1:pos:R:3:mulliken_charge:R:1
C 1.859 -0.392 -0.344 -0.666
C 0.620 -0.033 -1.077 -0.532
C 0.085 -1.512 0.703 -0.857
C 1.415 -0.803 1.025 -0.435
C -1.684 -0.653 -0.837 -0.157
C -1.555 2.182 -0.366 0.118
N -0.444 -0.828 -0.478 0.110
O 1.180 0.224 1.930 -0.552
F -0.977 3.069 -1.199 -0.258
F -2.735 2.722 -0.004 -0.248
F -0.874 2.136 0.832 -0.251
I -3.207 -1.431 0.371 0.112
H 2.303 -1.295 -0.906 0.266
H 2.667 0.313 -0.260 0.398
H 0.527 1.026 -0.720 0.098
H 0.612 0.009 -2.197 0.434
H 0.176 -2.592 0.575 0.376
H -0.530 -1.230 1.654 0.429
H 1.987 -1.466 1.512 0.658
H -2.034 -0.270 -1.788 0.518
H 0.606 0.825 1.574 0.439
```

Summary:
- energy above the lowest of the compared OMol25 structures with the same formula, charge and spin (kcal per mole) = 3.3
- frontier orbital gap (spin up / spin down) (eV) = 6.66 / 7.07
- lowest unoccupied orbital energy (spin up / spin down) (eV) = -0.4 / -0.3

---

Record 2
DFT (ωB97M-V with the def2-TZVPD basis set) results for a structure of composition C4H9N2O at a distorted geometry.

Geometry as XYZ:
```
16
Properties=species:S:1:pos:R:3:mulliken_charge:R:1
C -0.945 -1.230 1.043 -0.160
C 0.175 -0.629 1.831 -0.287
C -0.277 0.105 -0.536 0.945
C -0.604 1.536 -0.948 -1.265
N -1.061 -0.941 -0.167 -0.522
N 0.947 -0.341 -1.325 -0.332
O 0.770 0.376 1.037 -0.588
H -1.623 -1.897 1.531 0.423
H -0.254 -0.274 2.840 0.301
H 1.028 -1.393 1.979 0.254
H -1.349 1.970 -0.339 0.347
H -1.073 1.742 -1.920 0.393
H 0.266 2.132 -0.756 0.407
H 1.060 0.032 -2.257 0.345
H 1.255 -1.307 -1.248 0.339
H 1.687 0.118 -0.766 0.397
```

Summary:
- energy above the lowest of the compared OMol25 structures with the same formula, charge and spin (kcal per mole) = 83.0
- frontier orbital gap (eV) = 10.58
- lowest unoccupied orbital energy (eV) = -3.8
- total charge = +1

---

Record 3
DFT (ωB97M-V with the def2-TZVPD basis set) results for a structure of composition C2HBr4F at a distorted geometry.

Geometry as XYZ:
```
8
Properties=species:S:1:pos:R:3:mulliken_charge:R:1
C -0.678 -0.026 -0.191 -0.403
C 0.584 -0.266 0.371 0.004
F -1.170 -0.889 -1.035 -0.178
Br -0.566 2.090 -2.138 -0.245
Br 1.701 -1.338 -0.593 0.137
Br 1.302 1.317 1.147 0.077
Br 0.211 -1.658 2.145 0.108
H -1.385 0.770 0.294 0.500
```

Summary:
- expectation value of S² = 2.05
- energy above the lowest of the compared OMol25 structures with the same formula, charge and spin (kcal per mole) = 36.1
- frontier orbital gap (spin up / spin down) (eV) = 8.34 / 4.10
- spin multiplicity = 3
- lowest unoccupied orbital energy (spin up / spin down) (eV) = -0.5 / -4.7

---

Record 4
DFT (ωB97M-V with the def2-TZVPD basis set) results for a cluster of 2 separate species, C3H9O3P in total at a distorted geometry.

Geometry as XYZ:
```
16
Properties=species:S:1:pos:R:3:mulliken_charge:R:1
C -0.929 -1.382 0.105 -0.258
C -1.142 -0.008 -0.533 -0.459
C 0.099 1.264 0.713 -0.265
O 0.489 -1.651 -0.035 -0.568
O -0.806 0.205 -1.778 -0.529
O 0.465 0.673 1.884 -0.480
P 1.552 1.768 -0.328 -0.034
H -1.415 -2.225 -0.495 0.252
H -1.089 -1.251 1.167 0.323
H -2.023 0.480 -0.290 0.598
H -0.652 2.120 0.940 0.400
H 0.947 -2.158 0.672 0.294
H 0.112 -0.068 -1.820 0.342
H 1.254 0.290 1.568 0.359
H 2.159 0.530 -0.192 0.005
H 0.978 1.412 -1.576 0.020
```

Summary:
- energy above the lowest of the compared OMol25 structures with the same formula, charge and spin (kcal per mole) = 102.6
- frontier orbital gap (eV) = 8.23
- lowest unoccupied orbital energy (eV) = 0.6

---

Record 5
DFT (ωB97M-V with the def2-TZVPD basis set) results for a cluster of 2 separate species, C3H8N2 in total at a distorted geometry.

Geometry as XYZ:
```
13
Properties=species:S:1:pos:R:3:mulliken_charge:R:1
C -2.163 1.119 -0.683 -0.692
C -0.949 1.254 -0.134 0.087
N 0.182 0.738 -0.748 -0.443
C 0.244 -0.511 -1.065 -0.436
H -2.157 0.605 -1.642 0.246
H -3.054 1.566 -0.234 0.256
H -0.726 1.833 0.760 0.326
H 1.079 -0.779 -1.751 0.281
H -0.321 -1.330 -0.609 0.351
N 1.924 -1.281 1.357 -0.599
H 1.746 -1.720 2.224 0.204
H 2.869 -1.039 1.268 0.197
H 1.327 -0.456 1.256 0.223
```

Summary:
- energy above the lowest of the compared OMol25 structures with the same formula, charge and spin (kcal per mole) = 60.8
- frontier orbital gap (eV) = 9.92
- lowest unoccupied orbital energy (eV) = 1.0
- SMILES string = C=CN=C.N

---

Record 6
DFT (ωB97M-V with the def2-TZVPD basis set) results for a cluster of 5 separate species, C19H41B2IN10O15P in total at a distorted geometry.

Geometry as XYZ:
```
89
Properties=species:S:1:pos:R:3:mulliken_charge:R:1
C 2.346 0.863 4.312 -0.281
C 1.833 1.292 3.282 -0.698
C 1.367 1.777 1.877 -0.624
C 1.624 0.660 0.703 1.330
O 0.713 -0.333 1.012 0.123
C 0.563 -1.597 0.404 0.156
C 1.735 -2.243 -0.424 -0.618
N 2.336 -1.445 -1.511 -0.376
B -0.673 -1.420 -0.691 0.425
N -1.531 -0.209 -0.699 -0.144
O -1.002 -2.462 -1.660 -0.897
C -0.057 -2.556 1.596 0.744
C 0.667 -1.984 2.922 -0.388
C 0.229 -2.117 4.218 -1.384
B 0.633 -4.064 1.599 0.612
O 1.398 -4.578 2.716 -0.857
N 0.489 -5.060 0.470 0.064
C 1.912 -5.532 0.229 -1.069
C -0.205 -6.318 0.961 -0.906
N -1.509 -2.530 1.578 0.960
C -2.298 -1.612 2.393 -1.609
N -1.863 -0.203 2.478 -0.128
C -2.285 -3.708 1.275 -0.803
C -2.667 -4.654 2.516 -0.072
O -2.189 -4.595 3.616 -0.391
I -4.155 -6.197 2.103 -0.049
C 1.365 1.569 -0.620 0.257
O 2.216 1.689 -1.540 -0.740
O 0.236 2.296 -0.728 -0.959
P 3.503 0.396 0.769 -0.417
N 4.193 1.970 1.258 -0.551
O 3.998 -0.659 2.020 -0.524
H 3.049 0.706 5.173 0.347
H 1.730 2.797 1.581 0.597
H 0.228 1.849 1.921 0.465
H 1.362 -3.168 -0.984 0.217
H 2.630 -2.501 0.251 0.094
H 1.792 -0.682 -1.892 0.086
H 3.327 -1.255 -1.400 0.446
H -1.667 0.194 -1.627 -0.229
H -2.403 -0.327 -0.184 0.170
H -0.845 -3.332 -1.237 0.423
H 1.738 -1.601 2.866 0.234
H 0.744 -1.550 5.059 0.184
H -0.675 -2.717 4.548 0.229
H 2.296 -4.189 2.694 0.302
H 2.220 -6.332 0.982 0.416
H 2.645 -4.675 0.407 0.313
H 2.078 -5.862 -0.840 0.237
H 0.313 -7.253 0.599 0.416
H -1.250 -6.339 0.495 0.269
H -0.371 -6.324 2.080 0.244
H -3.400 -1.551 2.082 0.230
H -2.357 -2.019 3.462 0.463
H -1.828 0.092 3.461 0.282
H -2.483 0.410 1.938 0.294
H -3.319 -3.345 0.928 0.651
H -1.960 -4.308 0.360 0.509
H 4.928 1.759 1.953 0.257
H 4.634 2.367 0.423 0.293
H 4.839 -1.053 1.708 0.335
C -3.628 2.587 -3.409 -0.662
N -4.331 1.277 -3.337 0.981
O -3.743 0.357 -2.795 -0.526
O -5.446 1.221 -3.826 -0.577
H -2.652 2.489 -2.936 0.188
H -3.522 2.846 -4.461 0.270
H -4.240 3.317 -2.882 0.306
C -0.617 -0.443 -4.864 -0.325
N -1.120 -0.048 -6.205 0.935
O -2.171 0.571 -6.245 -0.549
O -0.446 -0.370 -7.167 -0.595
H -1.313 -0.092 -4.106 -0.081
H -0.546 -1.529 -4.847 0.296
H 0.361 0.019 -4.732 0.324
C 0.709 5.145 -0.260 -0.276
N 0.889 5.974 0.964 1.027
O 0.697 5.439 2.040 -0.550
O 1.219 7.142 0.801 -0.644
H 0.418 4.136 0.034 -0.034
H -0.071 5.611 -0.858 0.296
H 1.660 5.132 -0.790 0.304
C -0.411 9.558 -1.859 -0.718
N -0.460 8.286 -2.628 0.825
O -0.422 8.362 -3.843 -0.530
O -0.535 7.260 -1.980 -0.505
H -0.345 10.387 -2.559 0.300
H -1.324 9.621 -1.270 0.271
H 0.469 9.520 -1.220 0.291
```

Summary:
- frontier orbital gap (eV) = 6.43
- lowest unoccupied orbital energy (eV) = 1.8
- total charge = -1

---

Record 7
DFT (ωB97M-V with the def2-TZVPD basis set) results for a structure of composition C43H59I2N4O2Si2Zn at a distorted geometry.

Geometry as XYZ:
```
113
Properties=species:S:1:pos:R:3:mulliken_charge:R:1
Zn 0.620 0.316 0.628 -1.282
C 2.832 2.500 2.912 -1.357
C 1.818 2.587 4.042 0.435
C 0.511 3.239 3.595 -1.512
C 1.549 1.282 4.791 0.039
C 2.175 1.189 6.036 -0.212
C 1.842 0.228 6.970 -1.843
C 0.752 -0.583 6.702 -0.218
C 0.111 -0.555 5.472 0.352
C -1.222 -1.298 5.382 1.174
C -1.103 -2.786 5.717 -1.745
C -2.241 -0.615 6.305 -1.574
C 0.617 0.276 4.428 0.176
N 0.073 0.107 3.110 0.432
C -0.204 -1.133 2.752 0.487
O 0.248 -2.223 3.285 -0.656
C -1.281 -1.232 1.679 0.090
C -2.296 -2.152 1.854 -0.519
C -3.332 -2.158 0.941 -1.225
C -3.360 -1.201 -0.056 -0.431
C -2.340 -0.270 -0.168 -0.384
N -1.285 -0.331 0.669 2.110
C -2.670 0.975 -1.032 -0.325
O -3.761 0.888 -1.633 -0.807
N -1.872 2.013 -0.916 0.843
C -2.469 3.249 -1.278 -0.592
C -2.417 3.839 -2.565 0.568
C -3.052 5.067 -2.771 -1.064
C -3.743 5.725 -1.771 -1.199
C -3.790 5.154 -0.510 -0.473
C -3.163 3.942 -0.245 0.485
C -3.281 3.335 1.143 2.370
C -4.507 2.415 1.235 -1.409
C -3.357 4.392 2.248 -1.966
C -1.674 3.293 -3.784 0.597
C -1.796 1.790 -4.051 -1.342
C -0.202 3.706 -3.694 -0.959
H 3.016 3.493 2.489 0.606
H 3.782 2.097 3.271 0.370
H 2.465 1.856 2.121 -0.076
H 2.250 3.253 4.789 0.717
H -0.054 2.595 2.921 -0.170
H -0.111 3.446 4.466 0.490
H 0.714 4.185 3.082 0.477
H 2.938 1.924 6.278 0.422
H 2.361 0.170 7.919 0.344
H 0.379 -1.247 7.476 0.325
H -1.623 -1.205 4.382 -0.056
H -0.812 -2.931 6.763 0.428
H -2.063 -3.289 5.566 0.388
H -0.351 -3.265 5.088 0.254
H -1.949 -0.714 7.355 0.306
H -2.314 0.450 6.073 0.373
H -3.233 -1.061 6.178 0.431
H -2.247 -2.851 2.678 0.629
H -4.123 -2.894 1.024 0.440
H -4.173 -1.110 -0.762 0.590
H -3.011 5.506 -3.765 0.322
H -4.246 6.665 -1.974 0.363
H -4.333 5.662 0.282 0.278
H -2.394 2.723 1.304 -0.824
H -5.424 3.007 1.138 0.375
H -4.511 1.667 0.439 0.302
H -4.529 1.898 2.204 0.308
H -4.349 4.856 2.290 0.443
H -3.170 3.929 3.219 0.389
H -2.617 5.182 2.097 0.433
H -2.107 3.803 -4.646 0.504
H -1.134 1.220 -3.401 -0.055
H -2.811 1.436 -3.875 0.358
H -1.520 1.579 -5.091 0.524
H 0.224 3.326 -2.768 -0.156
H 0.375 3.298 -4.531 0.391
H -0.098 4.797 -3.695 0.441
C 1.570 0.589 -2.931 -0.495
Si 2.499 -0.648 -1.891 0.099
C 4.216 -0.723 -2.662 -1.151
C 1.650 -2.297 -2.053 -0.807
C 2.539 -0.047 -0.115 4.596
C 2.683 1.456 -0.200 -2.365
C 3.800 2.212 -0.582 -0.863
C 3.678 3.584 -0.720 -1.150
C 2.452 4.210 -0.505 -0.952
C 1.387 3.427 -0.111 -0.916
N 1.518 2.107 0.053 0.826
Si 3.798 -1.015 0.893 0.124
C 3.403 -1.373 2.691 -0.312
C 4.119 -2.725 0.186 -0.771
C 5.483 -0.163 0.931 -1.225
H 1.472 0.232 -3.964 0.616
H 2.083 1.556 -2.956 0.264
H 0.560 0.760 -2.535 -0.710
H 4.140 -1.121 -3.683 0.409
H 4.916 -1.356 -2.107 0.335
H 4.653 0.281 -2.732 0.285
H 1.552 -2.557 -3.116 0.404
H 0.641 -2.262 -1.623 0.142
H 2.194 -3.110 -1.557 0.284
H 4.744 1.720 -0.770 0.511
H 4.541 4.171 -1.011 0.430
H 2.326 5.276 -0.641 0.509
H 0.396 3.835 0.072 0.474
H 3.080 -0.516 3.276 -0.215
H 4.313 -1.774 3.158 0.620
H 2.626 -2.135 2.795 -0.143
H 3.300 -3.418 0.417 -0.228
H 5.030 -3.121 0.652 0.368
H 4.266 -2.743 -0.898 0.264
H 5.433 0.845 1.364 0.335
H 5.932 -0.085 -0.070 0.294
H 6.161 -0.762 1.552 0.425
I 0.869 -4.034 1.832 0.273
I 1.571 -6.252 0.262 -0.333
```

Summary:
- energy above the lowest of the compared OMol25 structures with the same formula, charge and spin (kcal per mole) = 43.3
- frontier orbital gap (eV) = 7.02
- lowest unoccupied orbital energy (eV) = 1.6
- total charge = -1

---

Record 8
DFT (ωB97M-V with the def2-TZVPD basis set) results for a cluster of 6 separate species, H12O6 in total.

Geometry as XYZ:
```
18
Properties=species:S:1:pos:R:3:mulliken_charge:R:1
O 9.913 -14.317 5.829 -0.647
H 9.939 -13.932 4.932 0.403
H 9.065 -14.040 6.191 0.307
O 6.686 -16.916 7.066 -0.649
H 6.473 -16.129 6.549 0.326
H 7.622 -16.823 7.273 0.320
O 9.743 -13.335 3.272 -0.690
H 10.405 -12.671 3.510 0.311
H 9.702 -13.298 2.309 0.295
O 6.892 -14.514 4.351 -0.602
H 7.714 -14.424 3.852 0.284
H 6.289 -14.975 3.753 0.292
O 3.984 -17.135 3.594 -0.630
H 3.782 -17.963 4.045 0.321
H 4.813 -17.308 3.137 0.315
O 5.221 -12.181 4.676 -0.650
H 5.777 -11.446 4.949 0.309
H 5.816 -12.951 4.654 0.383
```

Summary:
- energy above the lowest of the compared OMol25 structures with the same formula, charge and spin (kcal per mole) = 32.6
- frontier orbital gap (eV) = 10.86
- lowest unoccupied orbital energy (eV) = -0.1
- SMILES string = O.O.O.O.O.O